Entry 1:
ORCA calculation (ωB97M-V/def2-TZVPD) on a structure of composition C53H63FIrN5O3P2Si2 in a non-equilibrium geometry.

```
130
Properties=species:S:1:pos:R:3
Ir -0.879 -0.899 1.060
C -1.257 3.861 0.635
Si -2.615 2.887 -0.275
C -1.981 2.328 -1.994
C -4.124 4.028 -0.587
C -3.179 1.363 0.687
C -3.538 0.230 -0.128
C -4.787 0.197 -0.769
C -5.125 -0.866 -1.572
C -4.188 -1.881 -1.763
C -2.984 -1.794 -1.102
N -2.677 -0.790 -0.274
Si -3.770 1.324 2.487
C -4.509 -0.431 2.684
C -2.295 1.662 3.637
C -5.180 2.582 2.778
H -0.647 4.425 -0.066
H -0.591 3.213 1.191
H -1.679 4.569 1.338
H -1.269 3.046 -2.394
H -2.801 2.243 -2.701
H -1.487 1.364 -1.939
H -3.804 4.908 -1.136
H -4.580 4.365 0.337
H -4.895 3.542 -1.176
H -5.462 1.019 -0.597
H -6.092 -0.913 -2.051
H -4.390 -2.716 -2.413
H -2.212 -2.543 -1.226
H -3.745 -1.183 2.489
H -5.312 -0.601 1.971
H -4.921 -0.616 3.673
H -1.457 1.007 3.412
H -2.566 1.520 4.678
H -1.942 2.682 3.524
H -6.049 2.371 2.161
H -4.870 3.602 2.584
H -5.501 2.536 3.815
C 0.515 -4.441 3.407
N 0.258 -3.157 2.761
P 0.919 -2.672 1.237
C 1.846 -4.171 0.732
C 3.086 -4.462 1.297
C 3.752 -5.621 0.944
C 3.195 -6.492 0.019
C 1.976 -6.189 -0.566
C 1.301 -5.035 -0.208
C 2.342 -1.568 1.572
C 3.140 -1.271 0.469
C 4.188 -0.378 0.590
C 4.451 0.226 1.809
C 3.652 -0.057 2.904
C 2.594 -0.943 2.785
P -1.188 -2.268 3.080
C -2.521 -3.526 3.105
C -3.006 -4.107 4.271
C -4.059 -5.006 4.210
C -4.635 -5.329 2.993
C -4.141 -4.769 1.824
C -3.092 -3.871 1.882
C -1.025 -1.756 4.813
C 0.188 -1.785 5.492
C 0.303 -1.218 6.749
C -0.795 -0.614 7.342
C -2.014 -0.599 6.682
C -2.126 -1.157 5.423
H 0.084 -5.275 2.845
H 0.069 -4.428 4.402
H 1.587 -4.615 3.508
H 3.526 -3.788 2.018
H 4.714 -5.840 1.385
H 3.712 -7.404 -0.240
H 1.556 -6.851 -1.308
H 0.344 -4.801 -0.653
H 2.925 -1.741 -0.483
H 4.805 -0.157 -0.269
H 5.269 0.923 1.908
H 3.843 0.422 3.848
H 1.941 -1.114 3.626
H -2.568 -3.851 5.224
H -4.434 -5.453 5.119
H -5.481 -5.998 2.954
H -4.578 -5.029 0.871
H -2.706 -3.409 0.979
H 1.039 -2.271 5.042
H 1.253 -1.247 7.263
H -0.699 -0.151 8.311
H -2.880 -0.144 7.139
H -3.073 -1.137 4.911
C 5.313 3.403 -1.640
C 3.924 4.034 -1.598
N 2.884 3.024 -1.490
C 2.474 2.673 -0.254
C 1.570 1.700 0.046
C 1.226 1.550 1.529
O 1.866 2.229 2.315
O 0.294 0.761 1.868
C 0.997 0.917 -1.004
O 0.218 -0.041 -0.879
C 1.415 1.339 -2.346
C 0.855 0.695 -3.447
C 1.150 1.078 -4.727
F 0.517 0.414 -5.724
C 2.063 2.112 -5.002
C 2.662 2.710 -3.898
C 2.345 2.373 -2.574
N 2.431 2.505 -6.298
C 2.672 3.903 -6.598
C 3.899 3.992 -7.525
N 3.964 2.736 -8.324
C 2.598 2.318 -8.724
C 1.874 1.824 -7.460
H 6.069 4.183 -1.691
H 5.422 2.744 -2.500
H 5.480 2.824 -0.735
H 3.755 4.661 -2.476
H 3.854 4.683 -0.723
H 2.906 3.212 0.577
H 0.156 -0.108 -3.277
H 3.394 3.479 -4.071
H 2.850 4.472 -5.690
H 1.794 4.341 -7.091
H 4.824 4.091 -6.955
H 3.807 4.849 -8.195
H 4.339 1.991 -7.722
H 4.581 2.848 -9.136
H 2.645 1.520 -9.465
H 2.094 3.174 -9.177
H 2.031 0.751 -7.342
H 0.795 1.994 -7.576
```

Energy relative to the best compared isomer or geometry (same formula, charge and spin) in kcal/mol: 117.1
E_LUMO (alpha / beta) in eV: -5.505 / -5.503
Total charge: +2
Energy in a.u.: -4022.3721

Here are the Mulliken charges for atoms 1 to 4, given in e: number 1, Ir, carries 4.84; number 2, C, carries -0.89; number 3, Si, carries 0.27; number 4, C, carries -0.61

=====

Entry 2:
ORCA calculation (ωB97M-V/def2-TZVPD) on a cluster of 13 separate species, C53H67Cl4N11 in total in a non-equilibrium geometry.

```
135
Properties=species:S:1:pos:R:3
N 4.742 -2.138 2.236
C 6.043 -2.063 2.535
C 6.829 -0.985 2.167
C 6.253 -0.039 1.325
C 4.893 -0.222 0.905
C 4.167 -1.245 1.451
H 6.373 -2.802 3.265
H 7.824 -0.895 2.479
H 6.837 0.809 1.097
H 4.399 0.387 0.214
H 3.105 -1.354 1.165
N 2.856 2.495 2.907
C 4.140 2.506 3.147
C 4.707 3.668 3.711
C 3.889 4.794 3.999
C 2.499 4.689 3.764
C 2.058 3.523 3.205
H 4.806 1.637 3.031
H 5.791 3.739 3.920
H 4.387 5.684 4.427
H 1.814 5.429 4.075
H 1.002 3.290 3.137
N 2.678 -3.457 -6.503
C 1.692 -3.622 -5.686
C 0.942 -2.647 -5.059
C 1.318 -1.300 -5.389
C 2.261 -1.108 -6.394
C 2.862 -2.229 -6.967
H 1.553 -4.661 -5.439
H 0.119 -2.847 -4.388
H 0.869 -0.434 -4.885
H 2.405 -0.221 -6.919
H 3.605 -2.001 -7.772
N -1.544 0.210 4.310
C -2.422 1.200 4.425
C -3.536 1.090 5.261
C -3.673 -0.072 6.016
C -2.741 -1.079 5.814
C -1.699 -0.946 4.972
H -2.137 2.119 3.936
H -4.272 1.887 5.368
H -4.451 -0.286 6.796
H -2.735 -2.032 6.472
H -1.023 -1.836 4.857
N 2.364 -4.689 -0.640
C 1.065 -4.488 -0.360
C 0.605 -4.338 0.925
C 1.476 -4.322 2.000
C 2.835 -4.556 1.698
C 3.206 -4.731 0.333
H 0.437 -4.505 -1.215
H -0.458 -4.249 0.942
H 1.190 -4.024 2.962
H 3.608 -4.394 2.447
H 4.301 -4.794 0.102
N 4.958 -0.508 -2.430
C 3.715 -0.872 -2.269
C 3.236 -2.193 -2.391
C 4.133 -3.130 -2.782
C 5.435 -2.757 -2.963
C 5.858 -1.466 -2.713
H 3.047 -0.059 -2.019
H 2.164 -2.411 -2.299
H 3.794 -4.139 -2.972
H 6.171 -3.516 -3.243
H 6.887 -1.138 -2.884
N 1.710 2.558 -3.460
C 2.767 2.643 -4.259
C 4.078 2.751 -3.812
C 4.231 2.683 -2.413
C 3.160 2.697 -1.582
C 1.905 2.611 -2.172
H 2.531 2.548 -5.312
H 4.826 2.621 -4.577
H 5.185 2.414 -1.905
H 3.190 2.792 -0.524
H 1.008 2.500 -1.582
C 0.133 -0.001 1.348
Cl 0.005 -1.029 -0.094
Cl -0.383 1.654 0.946
H -0.567 -0.329 2.145
H 1.173 -0.031 1.665
C 1.720 0.286 4.643
Cl 2.105 0.582 6.362
Cl 1.967 -1.376 4.099
H 0.686 0.516 4.491
H 2.330 0.868 4.034
C -3.875 -0.539 -3.591
C -3.350 -1.623 -4.567
C -3.651 -3.134 -4.217
C -2.981 -3.497 -2.997
N -2.502 -3.744 -1.986
H -4.945 -0.626 -3.536
H -3.539 0.450 -3.961
H -3.430 -0.625 -2.578
H -2.285 -1.499 -4.594
H -3.834 -1.455 -5.526
H -3.277 -3.667 -5.059
H -4.769 -3.287 -4.161
C -3.851 -4.757 1.826
C -3.361 -3.360 2.171
C -3.547 -2.402 0.969
C -4.918 -2.553 0.480
N -5.994 -2.623 0.119
H -4.842 -4.641 1.376
H -3.889 -5.412 2.632
H -3.232 -5.259 1.059
H -2.361 -3.254 2.503
H -3.980 -3.050 3.040
H -2.894 -2.556 0.125
H -3.344 -1.344 1.238
C -5.952 1.966 -0.762
C -4.571 1.385 -0.471
C -3.762 2.276 0.457
C -4.591 2.582 1.672
N -5.090 2.795 2.681
H -6.432 1.249 -1.400
H -6.032 2.941 -1.301
H -6.652 2.061 0.071
H -3.922 1.235 -1.387
H -4.682 0.424 0.060
H -3.453 3.184 -0.035
H -2.783 1.855 0.731
C -4.675 6.503 -1.407
C -5.409 5.828 -0.284
C -4.608 5.872 1.043
C -4.045 7.186 1.443
N -3.578 8.115 1.935
H -5.095 6.126 -2.289
H -3.567 6.221 -1.527
H -4.820 7.581 -1.262
H -5.594 4.790 -0.503
H -6.429 6.264 -0.235
H -3.691 5.229 0.873
H -5.190 5.483 1.875
```

E_LUMO in eV: 0.284
Total charge: 0
Energy in a.u.: -4502.6863

Here are the Mulliken charges for atoms 1 to 4, given in e: number 1, N, carries -0.12; number 2, C, carries -0.61; number 3, C, carries -0.55; number 4, C, carries -0.82

=====

Which of these has the lowest energy?
C53H67Cl4N11

=====

Which of these has the lowest energy?
C53H67Cl4N11

=====

Which formula does entry 1 have?
C53H63FIrN5O3P2Si2